[1]
Computed, not measured: C4H9NO in the gas phase, with ωB97M-V/def2-TZVPD.

CARTESIAN COORDINATES (ANGSTROEM)
C1 1.9788 -0.5201 -0.0008
C2 0.8816 0.5220 -0.1938
C3 -0.2832 0.2956 0.7390
O1 -0.2213 -0.1357 1.8634
N1 -1.5990 0.6140 0.1836
C4 -2.1123 -0.5838 -0.6559
H1 1.6334 -1.5022 -0.3367
H2 2.8712 -0.2513 -0.5731
H3 2.2479 -0.5986 1.0554
H4 1.2711 1.5236 0.0410
H5 0.5344 0.5424 -1.2309
H6 -1.6039 1.4433 -0.4082
H7 -1.3757 -0.6734 -1.4674
H8 -1.9746 -1.4320 0.0269
H9 -2.2485 0.7562 0.9574

Summary:
DFT total energy = -7828.7085 eV
gap between HOMO and LUMO = 0.279 Eh
lowest unoccupied orbital energy = 0.499 eV
largest force on an atom = 0.0123 hartree/bohr



[2]
Computed, not measured: a molecular structure, C4H9NO, with ωB97M-V/def2-TZVPD.

CARTESIAN COORDINATES (ANGSTROEM)
C1 0.5370 1.4692 0.2119
C2 0.0042 0.2021 -0.4428
C3 1.0805 -0.8032 -0.8290
C4 -0.8918 -0.6628 0.9845
O1 -0.1727 -0.9164 1.9002
N1 -2.1022 -0.7237 0.5053
H1 1.0631 1.2163 1.1384
H2 -0.2696 2.1687 0.4547
H3 1.2434 1.9793 -0.4535
H4 -0.4874 0.5197 -1.3931
H5 0.6542 -1.6890 -1.3114
H6 1.7998 -0.3509 -1.5218
H7 1.6251 -1.1277 0.0639
H8 -1.2611 -0.1233 -0.3895
H9 -2.8226 -1.1584 1.0821

Summary:
DFT total energy = -7828.6338 eV
gap between HOMO and LUMO = 0.398 Eh
lowest unoccupied orbital energy = 0.953 eV
largest force on an atom = 0.0134 hartree/bohr



[3]
Computed, not measured: C4H9NO in the gas phase at a distorted geometry, with ωB97M-V/def2-TZVPD.

CARTESIAN COORDINATES (ANGSTROEM)
C1 -1.5803 0.9248 -0.6778
C2 -0.2791 0.3816 0.0077
C3 -0.6496 -1.1009 0.3206
C4 2.3845 -0.1736 0.5649
H1 -2.6314 0.6520 -0.2492
H2 -1.5024 0.4725 -1.7470
H3 -1.4859 2.0471 -0.8769
H4 -0.0223 0.9921 0.9159
H5 -1.2043 -1.1785 1.2016
H6 -1.1821 -1.3735 -0.6081
H7 0.2318 -1.7355 0.5870
H8 1.7147 0.0777 1.4792
H9 3.4275 -0.3019 0.7639
N1 2.0576 -0.0571 -0.7031
O1 0.7211 0.3731 -0.9785

Summary:
DFT total energy = -7828.3398 eV
gap between HOMO and LUMO = 0.399 Eh
lowest unoccupied orbital energy = 1.041 eV
SMILES string = C=NOC(C)C
largest force on an atom = 0.0626 hartree/bohr



[4]
Computed, not measured: C4H9NO in the gas phase, with ωB97M-V/def2-TZVPD.

CARTESIAN COORDINATES (ANGSTROEM)
C1 2.4622 -0.1558 -0.0129
C2 1.1501 0.3628 -0.5252
C3 -0.0441 0.0994 0.0343
O1 -0.2075 -0.5501 1.2222
N1 -1.2653 0.4601 -0.5189
C4 -2.5226 0.0244 0.0523
H1 3.0224 -0.6595 -0.8097
H2 3.1203 0.6264 0.3893
H3 2.3303 -0.9074 0.7752
H4 0.6268 -0.4941 1.7079
H5 1.1606 0.9677 -1.4287
H6 -1.2514 0.4587 -1.5263
H7 -2.8199 -0.9870 -0.2615
H8 -2.4479 0.0281 1.1381
H9 -3.3140 0.7264 -0.2360

Summary:
DFT total energy = -7830.7908 eV
gap between HOMO and LUMO = 0.306 Eh
lowest unoccupied orbital energy = 0.861 eV
SMILES string = C/C=C(\O)NC
largest force on an atom = 0.0063 hartree/bohr



[5]
Computed, not measured: C4H9NO in the gas phase, with ωB97M-V/def2-TZVPD.

CARTESIAN COORDINATES (ANGSTROEM)
C1 -2.1453 0.2488 0.4667
C2 -1.2411 -0.8227 -0.1141
N1 0.6108 0.5625 -1.4107
C3 0.9542 0.0405 -0.3051
O1 0.0905 -0.6994 0.4176
C4 2.3020 0.1378 0.3662
H1 -3.1743 0.1069 0.1173
H2 -1.8107 1.2409 0.1482
H3 -2.1406 0.2063 1.5603
H4 -1.5699 -1.8263 0.1677
H5 -1.2007 -0.7447 -1.2024
H6 1.3949 1.0573 -1.8242
H7 2.9723 0.7506 -0.2420
H8 2.7489 -0.8529 0.4977
H9 2.2089 0.5944 1.3570

Summary:
DFT total energy = -7831.4271 eV
gap between HOMO and LUMO = 0.403 Eh
lowest unoccupied orbital energy = 1.051 eV
SMILES string = [H]/N=C(\C)OCC
largest force on an atom = 0.0048 hartree/bohr



[6]
Computed, not measured: 2 unconnected molecules or ions with the total composition C4H9NO, with ωB97M-V/def2-TZVPD.

CARTESIAN COORDINATES (ANGSTROEM)
C1 -1.9255 0.5900 0.1529
C2 -1.5571 -0.6291 -0.6846
N1 -0.2628 -1.1718 -0.3399
C3 0.3098 -1.4959 0.6686
O1 0.9740 -1.8416 1.5768
C4 2.4741 0.7310 -0.0339
H1 -2.9423 0.9166 -0.0871
H2 -1.2382 1.4195 -0.0396
H3 -1.8866 0.3519 1.2213
H4 -2.3059 -1.4198 -0.5641
H5 -1.5317 -0.3679 -1.7462
H6 1.6680 0.5486 -0.7477
H7 3.3556 1.1018 -0.5606
H8 2.7185 -0.2023 0.4793
H9 2.1500 1.4689 0.7048

Summary:
DFT total energy = -7831.4334 eV
gap between HOMO and LUMO = 0.408 Eh
lowest unoccupied orbital energy = 0.799 eV
SMILES string = CCN=C=O.C
largest force on an atom = 0.0144 hartree/bohr



[7]
Computed, not measured: C4H9NO in the gas phase at a distorted geometry, with ωB97M-V/def2-TZVPD.

CARTESIAN COORDINATES (ANGSTROEM)
C1 2.1642 -0.2860 -0.0780
C2 -0.8287 0.5739 1.1870
C3 -1.0232 0.3407 -1.2525
C4 -0.2397 -0.1100 -0.0734
N1 1.1196 0.4139 -0.1178
O1 -0.2596 -1.5357 -0.0018
H1 3.0648 0.2811 0.0881
H2 2.2029 -1.3364 0.2076
H3 -0.3218 0.5398 2.1228
H4 -1.0067 1.6375 0.9746
H5 -1.7710 0.0084 1.2198
H6 -2.0394 0.6587 -0.8619
H7 -1.1507 -0.4701 -1.9030
H8 -0.5056 1.0788 -1.8168
H9 0.5949 -1.7945 0.3053

Summary:
DFT total energy = -7830.1426 eV
gap between HOMO and LUMO = 0.397 Eh
lowest unoccupied orbital energy = 0.922 eV
SMILES string = C=NC(C)(C)O
largest force on an atom = 0.0512 hartree/bohr



[8]
Computed, not measured: C4H9NO in the gas phase at a distorted geometry, with ωB97M-V/def2-TZVPD.

CARTESIAN COORDINATES (ANGSTROEM)
C1 0.2842 -0.8098 1.3645
N1 0.5686 -0.0645 0.2801
C2 -0.3966 0.8958 -0.2534
C3 -1.8275 0.3222 -0.3654
C4 1.7736 -0.3574 -0.4641
O1 0.9964 -1.6826 1.8162
H1 -0.6799 -0.5191 1.8180
H2 -0.4220 1.7551 0.4103
H3 -0.0696 1.1320 -1.2567
H4 -1.7922 -0.7645 -0.3932
H5 -2.2921 0.6328 -1.3030
H6 -2.5271 0.6529 0.3973
H7 2.6378 0.1775 -0.0657
H8 1.7390 0.0509 -1.4764
H9 2.0075 -1.4214 -0.5084

Summary:
DFT total energy = -7831.3121 eV
gap between HOMO and LUMO = 0.373 Eh
lowest unoccupied orbital energy = 0.861 eV
SMILES string = CCN(C)C=O
largest force on an atom = 0.0219 hartree/bohr